Run A
This record from the Open Molecules 2025 dataset describes a 2-piece molecular cluster, C3H7NOS2 overall. The level of theory is wB97M-V/def2-TZVPD.

## Properties
SMILES: O/C=C/NS.C=S
E_LUMO in Eh: -0.0110
Gap between HOMO and LUMO in Eh: 0.2890
M in g mol⁻¹: 137.2

```
! wB97M-V def2-TZVPD RIJCOSX def2/J DEFGRID3
* xyz 0 1
C 0.6739 0.8129 0.3321
C -1.1342 0.5466 -1.5992
C 0.5786 -0.5150 0.1973
N -0.0604 -1.4384 1.1129
O 1.2827 1.7129 -0.4980
S 0.0339 0.6308 -2.7017
S -0.1396 -1.3884 2.8180
H 0.4249 1.3273 1.2623
H -2.0053 1.2081 -1.4688
H -1.2735 -0.4299 -1.1279
H 1.0612 -0.7764 -0.7385
H -0.0159 -2.3930 0.6600
H 1.7053 1.2916 -1.2828
H -1.1315 -0.5890 3.0343
*
```

***

Run B
This record from the Open Molecules 2025 dataset describes one molecule with the formula C3H7NOS2. The level of theory is wB97M-V/def2-TZVPD.

## Properties
E_LUMO (alpha / beta) in Eh: -0.0272 / -0.0191
Gap between HOMO and LUMO (alpha / beta) in Eh: 0.2742 / 0.2949
M in g mol⁻¹: 137.2

```
! wB97M-V def2-TZVPD RIJCOSX def2/J DEFGRID3
* xyz 0 1
C -0.3933 -0.5598 1.0192
C 0.9435 -0.9971 0.4333
C 0.7851 1.1316 -1.1409
N -1.2464 -0.0157 0.0127
O 2.0056 1.5078 1.1701
S -2.3078 1.1906 0.2076
S 2.0261 0.6242 -0.0241
H -0.6460 -1.5890 1.4404
H -0.0983 0.1856 1.7690
H 1.3827 -1.5522 1.2123
H 0.6687 -1.4268 -0.4416
H 0.7967 0.3642 -1.9479
H 0.3194 2.0573 -0.8537
H -3.3186 0.5875 -0.7000
*
```

***

The structure shown above that is most stable: run A.